[1]
Computed, not measured: C20H45N2P3RuSSe as an isolated structure in a non-equilibrium geometry, with ωB97M-V/def2-TZVPD.

Energy relative to the best compared isomer or geometry (same formula, charge and spin) (eV): 0.000
Kohn-Sham gap (alpha / beta) (Ha): 0.2622 / 0.1625
E_LUMO (alpha / beta) (eV): -8.0 / -11.6
⟨S²⟩: 8.7931

The geometry in ORCA input format:
```
! wB97M-V def2-TZVPD RIJCOSX def2/J DEFGRID3
* xyz 3 6
Ru -0.06175 0.03290 0.43119
P 0.24601 1.86375 1.63697
P -2.32262 0.45780 0.26387
P 2.20987 -0.13429 0.13306
H -1.43968 -2.95391 -7.21290
C -0.64689 -3.67077 -6.96836
C -0.75612 -4.54778 -5.96160
H -1.69004 -4.66248 -5.40854
C 0.38812 3.43622 0.72442
C -1.09503 2.26932 2.80646
C 1.71771 1.93391 2.72082
C -2.93007 -0.65197 -1.04353
C -3.44483 0.03155 1.64703
C -2.86985 2.13385 -0.27143
C 2.40319 -1.39384 -1.16246
C 3.21288 -0.81133 1.50564
C 3.17144 1.31545 -0.46938
H 0.24332 -3.65706 -7.60915
H 0.09415 -5.16594 -5.66089
H 0.46482 4.23787 1.46851
H -0.50071 3.60669 0.10880
H 1.28556 3.44610 0.09701
H -0.76300 3.12381 3.40989
H -1.28199 1.42969 3.48603
H -2.01687 2.52511 2.27282
H 1.61589 2.83472 3.34568
H 2.64608 2.00960 2.13681
H 1.75038 1.04970 3.37627
H -4.02514 -0.61191 -1.09495
H -2.60954 -1.67008 -0.78791
H -2.49637 -0.36516 -2.00786
H -4.48672 0.18847 1.33133
H -3.25618 0.65746 2.52670
H -3.30538 -1.02510 1.91418
H -3.96573 2.18158 -0.33996
H -2.44463 2.34755 -1.26225
H -2.53666 2.91644 0.41825
H 3.46489 -1.65019 -1.27061
H 1.99881 -1.02280 -2.11196
H 1.83267 -2.27915 -0.85059
H 4.25289 -0.93118 1.17304
H 2.80717 -1.78863 1.79380
H 3.20718 -0.15299 2.37938
H 4.22291 1.02933 -0.61951
H 3.14094 2.15236 0.23808
H 2.75449 1.65977 -1.42627
C 0.11966 0.54932 -3.71039
C -0.22330 -0.81313 -3.68794
C -0.16341 -1.53249 -4.87540
C 0.26220 -0.92177 -6.05995
C 0.57290 0.44312 -6.08374
C 0.48446 1.18791 -4.90774
Se 0.07644 1.63891 -2.14315
H -0.11309 0.18444 -1.38897
H -0.54733 -1.29462 -2.76090
H -0.45833 -2.57924 -4.88232
H 0.33440 -1.53529 -6.95422
H 0.87683 0.91299 -7.01711
H 0.68475 2.26129 -4.89915
C -1.43577 -0.66741 5.77395
N -1.18688 -0.56861 4.33046
C -0.05773 -0.97596 3.70470
S -0.17685 -1.63518 2.08619
N 1.13339 -1.02054 4.31611
C 1.50003 -0.42217 5.59596
H -1.12879 -1.63071 6.21664
H -2.50898 -0.53448 5.94878
H -0.89916 0.14860 6.27321
H -2.02275 -0.59342 3.73596
H 1.84521 -1.52639 3.79468
H 1.04830 -0.95340 6.44376
H 2.58548 -0.48354 5.72269
H 1.21272 0.63733 5.62193
*
```

Let us look at the Löwdin charges, expressed in e, one per atom: Ru 0.34; P 0.64; P 0.66; P 0.65; H 0.08; C -0.11; C -0.07; H 0.07; C -0.23; C -0.23; C -0.23; C -0.25; C -0.23; C -0.24; C -0.24; C -0.24; C -0.23; H 0.08; H 0.07; H 0.08; H 0.03; H 0.04; H 0.08; H 0.02; H 0.03; H 0.08; H 0.04; H 0.01; H 0.07; H 0.06; H 0.03; H 0.08; H 0.03; H 0.05; H 0.08; H 0.01; H 0.03; H 0.07; H 0.03; H 0.06; H 0.08; H 0.04; H 0.03; H 0.08; H 0.03; H 0.01; C -0.53; C -0.11; C -0.01; C 0.02; C 0.01; C -0.07; Se 1.02; H -0.17; H 0.09; H 0.08; H 0.10; H 0.14; H 0.12; C -0.03; N -0.03; C -0.70; S 0.69; N -0.01; C -0.03; H 0.12; H 0.11; H 0.09; H 0.10; H 0.12; H 0.10; H 0.12; H 0.10

***

[2]
Computed, not measured: a 3-piece molecular cluster, C20H46FIN4O11P3 overall in a non-equilibrium geometry, with ωB97M-V/def2-TZVPD.

Kohn-Sham gap (Ha): 0.3257
E_LUMO (eV): -2.7

The geometry in ORCA input format:
```
! wB97M-V def2-TZVPD RIJCOSX def2/J DEFGRID3
* xyz 1 1
C 1.48157 0.74427 -3.18013
C 1.50930 0.49319 -4.68227
I 1.17830 2.37758 -5.69799
C 0.56498 -0.62208 -5.15895
N -0.58516 -0.87700 -4.28923
C -0.45405 -1.84744 -3.18888
C -1.52865 -2.93146 -3.13783
F -2.35757 -2.67469 -2.04755
C -1.71874 -0.23911 -4.52501
N -2.87187 -0.38828 -3.82374
C -3.76217 0.40128 -4.38314
C -5.16299 0.48344 -3.90267
P -6.29645 0.21705 -5.30835
O -6.56774 1.50413 -5.94112
O -7.56576 -0.50016 -4.68724
O -5.59271 -0.78878 -6.33783
N -3.23574 1.08593 -5.40080
N -1.95229 0.66609 -5.48503
H 2.14141 1.56932 -2.93280
H 1.85786 -0.14176 -2.65946
H 0.46256 0.91510 -2.83584
H 2.52286 0.19777 -4.94187
H 0.22128 -0.40145 -6.16991
H 1.12778 -1.55190 -5.22919
H -0.38822 -1.32085 -2.23745
H 0.50680 -2.33780 -3.33482
H -1.11418 -3.92425 -2.98144
H -2.17787 -2.88834 -4.01135
H -5.38410 1.39512 -3.35260
H -5.30033 -0.34377 -3.20375
H -7.88966 -1.21823 -5.24922
H -5.20536 -1.55649 -5.89075
H -3.69844 1.77595 -5.97834
H -1.31199 1.04320 -6.17209
O 3.90763 -0.44228 -0.23999
P 4.86662 -0.45777 0.88803
O 4.41936 0.75994 1.86122
C 3.18300 0.64218 2.58142
C 3.22125 -0.41550 3.65769
O 6.18377 0.18478 0.16836
C 6.18296 0.37281 -1.24691
C 5.62435 1.71717 -1.65685
O 5.67903 -1.33484 1.92535
C 7.07099 -1.16286 2.26526
C 7.37919 0.14736 2.94803
H 2.37315 0.44366 1.87311
H 2.99755 1.61569 3.03383
H 3.31870 -1.41293 3.22201
H 2.29466 -0.38857 4.23231
H 4.07073 -0.26393 4.32327
H 5.62468 -0.42510 -1.73275
H 7.22120 0.27877 -1.57045
H 4.64953 1.89370 -1.20172
H 5.52327 1.75012 -2.74388
H 6.27111 2.53675 -1.34201
H 7.69549 -1.32121 1.38896
H 7.29559 -1.98051 2.95028
H 7.18528 1.00353 2.30570
H 8.43347 0.16811 3.22613
H 6.77413 0.26927 3.84672
O -0.59292 -0.53216 4.22173
P -1.68283 0.49384 4.28560
O -2.59447 -0.12479 5.50137
C -2.13560 0.00311 6.85143
C -2.16518 1.43731 7.34724
O -2.52835 -0.03188 2.97964
C -1.99853 -0.94936 2.02837
C -2.34737 -2.37771 2.39323
O -2.42660 1.91656 4.26210
C -3.63693 2.23308 3.55124
C -4.85338 1.48324 4.03906
H -1.12723 -0.41255 6.93409
H -2.79774 -0.61229 7.45882
H -1.44437 2.05819 6.80880
H -1.91753 1.47580 8.40822
H -3.15034 1.87791 7.19711
H -0.92297 -0.81857 1.91577
H -2.45412 -0.69694 1.06675
H -2.06398 -2.60557 3.42002
H -1.84625 -3.07977 1.72492
H -3.42444 -2.53449 2.31655
H -3.48908 2.11262 2.48006
H -3.78993 3.30018 3.71925
H -4.76578 0.41028 3.88693
H -5.73201 1.83021 3.49278
H -5.01138 1.64983 5.10445
*
```

Let us look at the Löwdin charges, expressed in e, one per atom: C -0.16; C -0.72; I 0.89; C -0.19; N -0.04; C -0.09; C -0.16; F -0.06; C -0.29; N 0.23; C -0.33; C -0.10; P 0.40; O -0.25; O -0.09; O -0.10; N 0.16; N 0.15; H 0.07; H 0.09; H 0.07; H 0.08; H 0.10; H 0.13; H 0.13; H 0.13; H 0.13; H 0.11; H 0.13; H 0.11; H 0.10; H 0.10; H 0.20; H 0.09; O -0.24; P 0.50; O -0.20; C -0.28; C -0.08; O -0.22; C -0.28; C -0.07; O -0.19; C -0.24; C -0.07; H 0.11; H 0.12; H 0.07; H 0.07; H 0.08; H 0.10; H 0.12; H 0.07; H 0.07; H 0.08; H 0.12; H 0.12; H 0.07; H 0.09; H 0.08; O -0.22; P 0.59; O -0.21; C -0.28; C -0.08; O -0.25; C -0.29; C -0.07; O -0.22; C -0.25; C -0.07; H 0.11; H 0.12; H 0.07; H 0.08; H 0.08; H 0.10; H 0.11; H 0.08; H 0.07; H 0.08; H 0.11; H 0.12; H 0.07; H 0.08; H 0.08

***

[3]
Computed, not measured: C20H46OP4Y as an isolated structure in a non-equilibrium geometry, with ωB97M-V/def2-TZVPD.

Energy relative to the best compared isomer or geometry (same formula, charge and spin) (eV): 2.391
Kohn-Sham gap (alpha / beta) (Ha): 0.1665 / 0.1696
E_LUMO (alpha / beta) (eV): -11.7 / -11.6

The geometry in ORCA input format:
```
! wB97M-V def2-TZVPD RIJCOSX def2/J DEFGRID3
* xyz 3 1
Y 1.08621 -0.74061 -0.00495
P 2.40321 1.38391 -1.56144
P -0.62483 2.79194 0.69630
P -1.44785 0.31230 -1.84116
H 0.85355 -4.64096 2.50506
C 0.82571 -4.69844 1.41008
C 1.68866 -4.06460 0.61875
H 2.58850 -3.58625 1.03614
C 4.06432 1.63283 -0.79825
C 1.91070 3.09235 -2.02591
C 2.81354 0.65362 -3.19915
C -2.19115 2.51124 1.63154
C 0.35307 3.96242 1.75781
C -1.19164 3.87458 -0.69523
C -1.66830 -1.30980 -2.70380
C -1.49738 1.44898 -3.30955
C -3.21447 0.48706 -1.32010
H 0.09975 -5.40573 0.99638
H 1.61299 -4.20406 -0.46954
H 4.43751 0.66147 -0.44043
H 3.98730 2.30883 0.06192
H 4.76871 2.04190 -1.53638
H 1.81890 3.71400 -1.12416
H 0.93481 3.07645 -2.53066
H 2.64749 3.56015 -2.70087
H 3.09841 -0.40054 -3.05366
H 3.64390 1.19165 -3.68456
H 1.92781 0.67465 -3.85449
H -2.58495 3.47789 1.98678
H -1.98108 1.85940 2.49292
H -2.93502 2.02073 0.98367
H -0.08474 4.97457 1.81190
H 1.37378 4.02397 1.32844
H 0.42102 3.56352 2.77727
H -2.01075 4.53493 -0.39199
H -1.52564 3.23711 -1.52468
H -0.34787 4.48794 -1.03254
H -2.33069 -1.22137 -3.57881
H -2.07919 -2.05374 -2.00149
H -0.66506 -1.63662 -3.01826
H -1.90565 0.88899 -4.16111
H -0.47829 1.77634 -3.55540
H -2.12356 2.33337 -3.14091
H -3.82385 -0.06046 -2.05434
H -3.53448 1.53766 -1.28726
H -3.31784 0.03273 -0.32790
C -1.14312 -3.33994 0.05337
C -2.23926 -3.43576 0.94040
C -3.35788 -4.09589 0.43399
C -3.31606 -4.71631 -0.80707
C -2.12997 -4.81518 -1.50553
C -0.96495 -4.27970 -1.01206
O -0.35903 -2.27081 0.09501
H -0.52191 -0.53955 1.16417
H -2.27363 -2.94020 1.90939
H -4.26181 -4.24540 1.03038
H -4.21126 -5.23706 -1.15350
H -2.08214 -5.33948 -2.44778
H 0.01791 -4.47580 -1.41843
C 2.65187 1.65548 2.92438
P 1.36137 0.38103 2.55749
C 2.07636 -1.20638 3.19514
C 0.10252 0.84156 3.80593
H 3.29536 1.76594 2.04677
H 3.21459 1.33558 3.80228
H 2.15165 2.60557 3.12177
H 1.96495 -1.18125 4.28806
H 1.54078 -2.08094 2.77014
H 3.13884 -1.27893 2.92244
H -0.00222 1.93304 3.83588
H 0.39931 0.45348 4.78584
H -0.84783 0.40063 3.49555
*
```

Let us look at the Löwdin charges, expressed in e, one per atom: Y 1.19; P 0.70; P 0.76; P 0.77; H 0.09; C -0.03; C -0.10; H 0.07; C -0.27; C -0.25; C -0.27; C -0.27; C -0.28; C -0.27; C -0.29; C -0.25; C -0.26; H 0.09; H 0.06; H 0.04; H 0.03; H 0.07; H 0.03; H 0.02; H 0.08; H 0.04; H 0.07; H 0.05; H 0.07; H 0.01; H 0.02; H 0.07; H 0.04; H 0.01; H 0.07; H -0.01; H 0.04; H 0.07; H 0.02; H 0.04; H 0.06; H 0.02; H 0.05; H 0.06; H 0.05; H 0.03; C -0.36; C 0.06; C 0.01; C 0.03; C -0.01; C 0.02; O -0.33; H 0.10; H 0.14; H 0.14; H 0.15; H 0.14; H 0.12; C -0.20; P 0.73; C -0.25; C -0.24; H 0.02; H 0.08; H 0.03; H 0.07; H 0.02; H 0.06; H 0.04; H 0.07; H 0.03